# 1
{
  "formula": "C2H3BrO2",
  "method": "ωB97M-V with the def2-TZVPD basis set",
  "species": ["Br", "C", "C", "O", "O", "H", "H", "H"],
  "positions_angstrom": [[2.1826, -1.5140, 0.3793], [0.4606, 0.0507, 0.6250], [-0.3852, 0.3035, -0.5888], [-1.4249, -0.5799, -0.8802], [-1.6684, 0.6089, -0.3199], [-0.2121, -0.5134, 1.3694], [1.1749, 0.7916, 0.9392], [-0.1276, 0.8525, -1.5240]],
  "atomic_forces_ev_per_a": [[-2.168, 1.704, -0.063], [0.267, -3.193, 0.198], [1.386, 0.385, -1.822], [1.281, -4.539, -1.643], [-2.827, 4.663, 2.975], [1.455, 1.202, -0.899], [-0.409, 0.375, 0.231], [1.016, -0.597, 1.023]],
  "lowdin_charge": [0.2842, -0.1947, -0.4227, 0.0201, 0.0003, 0.1086, 0.0346, 0.1695],
  "charge": 0,
  "e_tot_ha": -2802.318679,
  "lumo_ev": -1.03,
  "largest_force_ha_per_bohr": 0.12080,
  "homo_lumo_gap_ha": 0.3463
}

---

# 2
{
  "formula": "C3H8IN2OP",
  "method": "ωB97M-V with the def2-TZVPD basis set",
  "species": ["C", "C", "C", "N", "N", "O", "P", "I", "H", "H", "H", "H", "H", "H", "H", "H"],
  "positions_angstrom": [[0.5204, -0.1323, -0.5126], [0.8932, 1.1193, 1.4527], [-1.7621, -1.8789, -0.1778], [1.1641, 0.8003, 0.0986], [-1.6692, -0.5776, 0.3951], [0.4526, -0.6039, -1.5946], [2.2530, 1.8262, -0.7420], [-2.9953, 0.7060, -0.4291], [1.6154, 1.8318, 1.6665], [-0.1748, 1.5805, 1.5378], [0.7941, 0.2460, 2.0337], [-1.4335, -1.8208, -1.1723], [-0.9589, -2.3854, 0.4460], [-2.6721, -2.4076, -0.1398], [1.5340, 2.4101, -1.8701], [2.7411, 0.6970, -1.3485]],
  "atomic_forces_ev_per_a": [[-3.045, -1.629, -1.154], [-4.218, 0.933, -0.028], [2.706, -0.095, 1.813], [0.022, 0.601, -0.330], [0.651, 0.825, 0.910], [0.681, 0.074, 0.118], [0.817, 1.112, -0.473], [-0.176, 0.387, -0.305], [1.233, 1.051, 1.494], [1.814, -0.407, -0.131], [0.609, -0.906, 0.958], [0.545, -0.420, -1.750], [-0.974, -0.245, -0.959], [-1.426, -0.298, 0.339], [0.023, -0.797, 0.631], [0.740, -0.187, -1.133]],
  "lowdin_charge": [-0.3757, -0.1247, -0.3630, -0.4264, -0.6013, 0.0799, 0.9094, 0.6865, 0.0227, 0.1124, 0.0752, 0.0225, 0.1003, 0.0489, -0.0724, -0.0943],
  "charge": 0,
  "e_tot_ha": -942.737667,
  "lumo_ev": [-0.31, -0.63],
  "largest_force_ha_per_bohr": 0.08402,
  "homo_lumo_gap_ha": [0.2953, 0.2535]
}

---

# 3
{
  "formula": "C30H89F4INO18S",
  "method": "ωB97M-V with the def2-TZVPD basis set",
  "species": ["C", "C", "C", "C", "C", "C", "C", "N", "C", "C", "C", "F", "C", "F", "F", "C", "I", "C", "C", "S", "O", "O", "F", "H", "H", "H", "H", "H", "H", "H", "H", "H", "H", "H", "H", "H", "H", "H", "H", "H", "H", "H", "H", "H", "H", "H", "H", "H", "C", "O", "H", "H", "H", "H", "C", "O", "H", "H", "H", "H", "C", "O", "H", "H", "H", "H", "C", "O", "H", "H", "H", "H", "C", "O", "H", "H", "H", "H", "C", "O", "H", "H", "H", "H", "C", "O", "H", "H", "H", "H", "C", "O", "H", "H", "H", "H", "C", "O", "H", "H", "H", "H", "C", "O", "H", "H", "H", "H", "C", "O", "H", "H", "H", "H", "C", "O", "H", "H", "H", "H", "C", "O", "H", "H", "H", "H", "C", "O", "H", "H", "H", "H", "C", "O", "H", "H", "H", "H", "C", "O", "H", "H", "H", "H"],
  "positions_angstrom": [[-0.5295, 4.6981, -3.6996], [-1.9223, 5.1319, -3.3227], [-2.4279, 4.3298, -2.1258], [-3.6340, 3.4585, -2.3487], [-3.2222, 2.0549, -2.7314], [-2.0741, 1.5366, -1.8373], [-2.0581, 0.0307, -1.8439], [-0.6818, -0.6088, -1.4315], [-1.0125, -1.8875, -0.6246], [-1.4090, -1.7587, 0.8463], [-0.2704, -2.0108, 1.7654], [-0.1758, -1.1973, 2.7951], [0.6417, -2.9855, 1.6394], [1.4265, -3.0347, 0.6624], [0.7970, -3.9840, 2.4336], [-0.0719, -1.1031, -2.7650], [1.7748, -2.1645, -2.5922], [0.0295, -0.0530, -3.8675], [1.3857, 0.4555, -4.2850], [0.3485, 0.4751, -0.5173], [1.2821, -0.3065, 0.1081], [0.7886, 1.4493, -1.3734], [-0.5570, 1.0663, 0.5052], [-0.1354, 5.2859, -4.5016], [0.0862, 4.8613, -2.8454], [-0.4957, 3.6514, -3.9236], [-1.8165, 6.1379, -2.9999], [-2.5888, 5.1185, -4.1576], [-1.6001, 3.7910, -1.7235], [-2.7153, 5.0331, -1.3793], [-4.1968, 3.8472, -3.1627], [-4.2822, 3.4860, -1.4993], [-2.8855, 2.0398, -3.7400], [-4.0669, 1.3968, -2.6378], [-1.2042, 1.9865, -2.2525], [-2.2598, 1.9499, -0.8790], [-2.8501, -0.2976, -1.2252], [-2.3338, -0.3211, -2.8021], [-1.8221, -2.3614, -1.1136], [-0.1907, -2.5668, -0.6454], [-2.1099, -2.5455, 1.0010], [-1.9507, -0.8849, 1.1107], [-0.7491, -1.8365, -3.1009], [-0.3607, -0.5263, -4.7350], [-0.5710, 0.8181, -3.7219], [1.8724, -0.1847, -4.9705], [1.1926, 1.3411, -4.8437], [2.0061, 0.7644, -3.4782], [0.0677, -6.3806, 4.5960], [-1.0171, -7.2220, 4.9733], [0.9658, -6.7554, 5.0775], [0.2093, -6.3990, 3.5116], [-0.1142, -5.3522, 4.9260], [-1.8122, -6.8908, 4.5477], [-2.5927, 4.8668, 2.0599], [-2.9859, 5.5876, 0.9150], [-2.6033, 3.8233, 1.7703], [-1.5938, 5.1413, 2.4108], [-3.3204, 5.0333, 2.8539], [-3.0140, 6.5240, 1.1313], [-4.5188, -3.8942, -0.5629], [-3.1690, -3.8990, -1.0554], [-4.6357, -3.0306, 0.0865], [-5.2275, -3.8190, -1.3876], [-4.7197, -4.8004, 0.0082], [-3.0724, -4.6662, -1.6290], [3.1184, -5.9832, 7.7225], [2.7596, -7.3599, 7.8897], [4.1060, -5.8350, 8.1515], [3.1455, -5.7154, 6.6618], [2.4247, -5.3600, 8.2339], [1.8846, -7.4842, 7.5120], [-0.3877, 7.1193, -7.1218], [0.0093, 5.8936, -6.5012], [-0.9493, 7.6940, -6.3917], [0.4857, 7.6952, -7.4340], [-1.0227, 6.9256, -7.9888], [0.5069, 5.3875, -7.1506], [3.7479, -2.3926, 4.4362], [3.3898, -3.7556, 4.6085], [4.7280, -2.2184, 4.8723], [3.7907, -2.1675, 3.3649], [3.0221, -1.7384, 4.9287], [2.5217, -3.8423, 4.2013], [4.4814, 3.3329, -4.4228], [3.2342, 3.3692, -5.1075], [5.2103, 2.8372, -5.0576], [4.8170, 4.3504, -4.2139], [4.3802, 2.7740, -3.4877], [2.6085, 3.8153, -4.5256], [4.8127, -1.8906, -6.5221], [3.8249, -1.9004, -5.4838], [4.4040, -1.3390, -7.3622], [5.7237, -1.3956, -6.1818], [5.0465, -2.9079, -6.8415], [4.1844, -2.3870, -4.7372], [-5.5798, 2.4557, 3.7835], [-4.6252, 2.5377, 2.7200], [-5.5029, 3.3678, 4.3679], [-6.5900, 2.3659, 3.3805], [-5.3614, 1.6018, 4.4152], [-4.6981, 1.7242, 2.2143], [0.5076, -3.6906, -6.2892], [-0.7402, -3.4280, -5.6223], [1.3052, -3.6364, -5.5556], [0.4938, -4.6871, -6.7333], [0.6816, -2.9421, -7.0638], [-1.4307, -3.4792, -6.2897], [7.0624, -1.4822, 6.9418], [6.6996, -2.8507, 7.1304], [8.0398, -1.3279, 7.3875], [7.1130, -1.2475, 5.8747], [6.3276, -0.8234, 7.4349], [5.8294, -2.9728, 6.7336], [-5.9072, -1.4014, 3.5884], [-6.4647, -0.4205, 4.4555], [-4.9090, -1.0755, 3.3039], [-5.8374, -2.3643, 4.1022], [-6.5223, -1.5128, 2.6894], [-7.3465, -0.7181, 4.7030], [6.7177, 2.5975, -7.6552], [5.4688, 2.6261, -8.3416], [7.4447, 2.1061, -8.2940], [7.0551, 3.6155, -7.4445], [6.6229, 2.0343, -6.7219], [4.8284, 3.0632, -7.7708], [-4.1287, -2.6930, 7.0059], [-5.5350, -2.8349, 6.8912], [-3.7490, -3.5042, 7.6183], [-3.6589, -2.7418, 6.0178], [-3.8806, -1.7417, 7.4816], [-5.8371, -2.1004, 6.3474], [-0.7481, -1.9092, 9.2686], [-1.1321, -3.0952, 8.5700], [-0.9449, -1.0614, 8.6199], [-1.3262, -1.7966, 10.1879], [0.3262, -1.9352, 9.5125], [-0.9646, -3.8129, 9.1285], [3.8241, 5.1397, -1.3941], [3.0321, 5.5654, -2.5066], [4.2094, 4.1488, -1.6091], [4.6597, 5.8269, -1.2449], [3.2123, 5.1013, -0.4896], [2.7042, 6.4448, -2.2974]],
  "atomic_forces_ev_per_a": [[-0.307, 0.310, -0.002], [0.602, -0.664, 0.435], [-0.665, 1.194, -0.335], [0.805, -0.464, -0.403], [0.001, -0.471, 1.085], [-1.168, 0.118, -1.267], [0.833, 1.346, 0.488], [-2.041, -1.174, 0.321], [-0.164, 0.606, 0.767], [1.220, 0.375, -1.024], [0.070, 0.314, -0.950], [-1.128, 0.197, 2.718], [-2.113, 1.157, 1.169], [1.692, -1.523, -3.548], [1.388, -0.752, 2.177], [1.413, 1.131, -0.171], [-0.115, -0.160, 0.174], [0.681, 0.016, 0.048], [-0.555, 0.628, 0.018], [0.918, -0.782, -1.325], [1.688, -2.372, 2.048], [0.319, 2.719, -2.239], [-1.706, 0.354, 1.079], [0.246, 0.033, -0.535], [0.749, 0.011, 0.756], [0.126, -0.817, -0.423], [-0.209, 1.156, 0.091], [-0.575, -0.101, -0.609], [0.515, -0.301, 0.466], [-0.040, 0.505, 0.750], [-0.682, 0.485, -0.694], [-0.361, -0.273, 0.758], [0.219, -0.127, -1.064], [-0.586, -0.472, -0.147], [0.781, 0.042, 0.035], [0.099, 0.157, 1.129], [-0.349, -0.747, 1.245], [0.360, -0.620, -1.155], [-0.718, -0.148, -0.943], [0.686, -0.056, -0.580], [-0.662, -0.813, 0.016], [-0.241, 1.168, 0.126], [-0.935, -0.969, 0.104], [-0.637, -0.595, -0.756], [-0.665, 0.299, 0.544], [0.792, -0.942, -0.334], [-0.044, 0.915, -0.533], [0.636, 0.004, 0.640], [-0.459, 0.013, -0.041], [0.191, 0.019, 0.014], [0.035, -0.055, 0.017], [0.140, 0.046, 0.018], [0.149, 0.017, -0.028], [-0.024, -0.043, 0.056], [-0.113, 0.110, 0.182], [0.072, 0.426, -0.509], [-0.017, -0.166, 0.192], [0.030, 0.023, -0.032], [0.094, -0.282, 0.215], [-0.027, -0.023, -0.016], [0.214, -0.191, -0.203], [-0.303, -0.017, 0.079], [0.055, 0.047, 0.019], [-0.075, 0.030, 0.033], [-0.066, 0.023, 0.054], [0.062, 0.022, 0.013], [0.292, -0.922, -0.568], [0.194, 0.231, -0.009], [0.029, -0.113, -0.006], [0.080, 0.112, 0.069], [-0.620, 0.743, 0.464], [0.002, -0.038, 0.037], [0.180, -0.291, -0.077], [-0.061, 0.244, -0.307], [-0.022, -0.015, 0.071], [-0.046, 0.086, -0.011], [-0.037, 0.094, -0.003], [0.028, -0.020, 0.060], [-0.268, -0.037, -0.221], [-0.072, 0.047, 0.051], [0.051, -0.106, -0.017], [0.117, 0.278, 0.102], [0.097, 0.110, -0.054], [0.053, -0.282, 0.131], [-0.351, 0.207, 0.050], [0.000, -0.157, -0.062], [-0.038, -0.065, -0.060], [0.151, -0.064, 0.110], [0.192, -0.006, 0.011], [0.032, 0.154, -0.054], [-0.055, -0.112, 0.311], [-0.022, 0.024, -0.159], [-0.070, 0.051, -0.005], [0.042, 0.009, -0.080], [0.048, 0.023, -0.071], [0.065, 0.016, -0.046], [0.171, -0.006, -0.196], [0.038, -0.009, -0.052], [0.033, 0.089, -0.055], [-0.058, 0.009, 0.130], [-0.122, 0.001, 0.167], [-0.043, 0.026, -0.003], [-0.430, 0.036, -0.050], [0.254, 0.085, 0.083], [-0.018, 0.059, 0.070], [0.097, 0.002, -0.030], [0.145, -0.040, -0.017], [-0.031, -0.005, 0.061], [-0.579, -0.210, 0.065], [-0.005, 0.217, -0.075], [0.029, -0.044, 0.038], [0.068, 0.160, 0.034], [0.321, -0.037, -0.170], [0.137, -0.124, 0.117], [-0.376, -0.098, 0.111], [0.033, -0.250, 0.069], [0.040, 0.079, 0.060], [0.118, -0.079, -0.179], [0.120, -0.069, -0.023], [-0.006, 0.094, 0.006], [-0.473, 0.167, 0.029], [0.114, -0.081, 0.018], [-0.016, -0.026, -0.077], [0.158, -0.070, 0.087], [0.192, 0.017, 0.019], [-0.016, -0.026, -0.034], [-0.033, 0.113, -0.078], [-0.180, -0.003, -0.181], [-0.006, -0.006, 0.015], [0.172, 0.003, 0.070], [0.183, -0.032, 0.019], [-0.126, 0.045, 0.127], [0.262, -0.401, 0.049], [-0.332, 1.888, -1.234], [-0.017, 0.009, -0.064], [0.026, 0.092, 0.024], [-0.291, 0.124, -0.035], [0.352, -1.725, 1.233], [-0.261, 0.403, -0.117], [0.101, -0.243, 0.106], [-0.007, -0.043, -0.059], [0.069, -0.108, 0.114], [0.117, -0.069, 0.080], [-0.050, -0.009, -0.145]],
  "lowdin_charge": [-0.0961, -0.2193, -0.2070, -0.1777, -0.1623, -0.2153, -0.0752, -0.1956, -0.1303, -0.0760, -0.2571, 0.1120, -0.3819, 0.1741, 0.1991, -0.5969, 1.1937, -0.2665, -0.1458, 0.5353, -0.1712, -0.1370, -0.0101, 0.0398, 0.0644, 0.0611, 0.0977, 0.1040, 0.0823, 0.0833, 0.1063, 0.1114, 0.1133, 0.1121, 0.0662, 0.1070, 0.1295, 0.1276, 0.0877, 0.0594, 0.1135, 0.1146, 0.0705, 0.1128, 0.0876, 0.0447, 0.0723, 0.0494, -0.1622, -0.1159, 0.0719, 0.0688, 0.0758, 0.0713, -0.1602, -0.1253, 0.0559, 0.0792, 0.0765, 0.0822, -0.1151, -0.1450, 0.0710, 0.0841, 0.0858, 0.0933, -0.1462, -0.1231, 0.0819, 0.0607, 0.0580, 0.0597, -0.1364, -0.1469, 0.0781, 0.0784, 0.0776, 0.0810, -0.1428, -0.1205, 0.0607, 0.0778, 0.0844, 0.0473, -0.1449, -0.1270, 0.0583, 0.0798, 0.0709, 0.0572, -0.1310, -0.1826, 0.0809, 0.0771, 0.0783, 0.0403, -0.1381, -0.1401, 0.0811, 0.0815, 0.0556, 0.0588, -0.1380, -0.1500, 0.0397, 0.0807, 0.0826, 0.0727, -0.1622, -0.1269, 0.0767, 0.0691, 0.0804, 0.0506, -0.1481, -0.1341, 0.0730, 0.0734, 0.0800, 0.0925, -0.1617, -0.1254, 0.0777, 0.0798, 0.0590, 0.0616, -0.1613, -0.1264, 0.0716, 0.0709, 0.0794, 0.0383, -0.1445, -0.1175, 0.0729, 0.0783, 0.0800, 0.0413, -0.1414, -0.1344, 0.0602, 0.0829, 0.0775, 0.0797],
  "charge": 1,
  "e_tot_ha": -3700.076512,
  "lumo_ev": -2.53,
  "largest_force_ha_per_bohr": 0.08198,
  "homo_lumo_gap_ha": 0.3108
}

---

# 4
{
  "formula": "CHClO4S",
  "method": "ωB97M-V with the def2-TZVPD basis set",
  "species": ["O", "C", "O", "S", "O", "O", "Cl", "H"],
  "positions_angstrom": [[0.8443, -1.5580, -1.3811], [-0.2352, -1.1313, -1.1173], [-0.4364, -0.4444, 0.1035], [-2.0610, 0.4047, -0.0716], [-2.3493, 0.6948, -1.4486], [-2.0419, 1.4663, 0.8625], [-3.2764, -1.1015, 0.3159], [-1.0670, -0.9249, -1.8581]],
  "atomic_forces_ev_per_a": [[-0.891, -0.384, 0.456], [0.931, 1.627, -0.738], [-3.443, 0.826, -1.401], [2.129, 0.216, -1.082], [0.689, -0.246, 0.814], [-0.003, -0.846, 0.454], [-0.118, -0.276, 0.738], [0.706, -0.918, 0.758]],
  "lowdin_charge": [0.1179, -0.3661, -0.1702, 0.3815, -0.3370, -0.2599, 0.5033, 0.1306],
  "charge": 0,
  "e_tot_ha": -1197.991899,
  "lumo_ev": -1.07,
  "largest_force_ha_per_bohr": 0.07406,
  "homo_lumo_gap_ha": 0.3840
}

---

# 5
{
  "formula": "C3H4N4O2",
  "method": "ωB97M-V with the def2-TZVPD basis set",
  "species": ["C", "C", "N", "C", "N", "O", "N", "O", "N", "H", "H", "H", "H"],
  "positions_angstrom": [[0.1470, -1.0089, -2.0358], [0.1005, -0.7187, -0.5492], [-0.0515, -1.5184, 0.4994], [-0.0592, -0.7767, 1.5509], [0.2767, 0.4896, 1.1975], [0.3603, 1.7465, 1.8791], [-0.4061, 2.7950, 1.4740], [-1.2504, 2.6325, 0.6864], [0.2859, 0.5497, -0.1284], [-0.3900, -1.8181, -2.5184], [1.1372, -1.2099, -2.1710], [0.0173, -0.0361, -2.4805], [-0.1677, -1.1265, 2.5960]],
  "atomic_forces_ev_per_a": [[-1.054, 0.946, 1.463], [-0.148, 2.417, 0.188], [-0.958, -2.330, -0.099], [0.534, 0.181, 2.923], [-1.100, 0.589, -1.219], [1.131, -2.781, 0.299], [-1.551, 1.659, -0.595], [0.575, -0.507, 0.445], [0.595, -0.067, -1.716], [-0.604, 0.122, 0.591], [2.944, -0.789, -0.815], [-0.477, 0.115, -0.546], [0.112, 0.445, -0.919]],
  "lowdin_charge": [-0.0024, -0.3641, 0.1112, -0.1367, -0.0965, -0.0070, -0.0394, 0.0766, 0.1224, 0.0838, 0.0376, 0.0752, 0.1393],
  "charge": 0,
  "e_tot_ha": -486.038913,
  "lumo_ev": -0.15,
  "largest_force_ha_per_bohr": 0.06137,
  "homo_lumo_gap_ha": 0.3573
}